Record 1
This record from the OMol25 dataset describes 4 unconnected molecules or ions with the total composition C20H41BN2O7. The level of theory is ωB97M-V/def2-TZVPD.

Geometry (Å):
O  3.80228  1.07446  -0.50545
O  -0.24820  -1.94987  -4.13909
O  -2.39741  1.77307  0.80186
O  2.88387  0.21893  4.24638
O  -2.23822  -1.29853  -9.53631
O  -2.09332  1.49746  -1.50815
O  -2.87581  1.90067  5.34276
N  -1.15231  -1.55055  -1.97385
N  2.32750  1.95524  1.66522
C  -2.30978  -2.69601  -9.24929
C  1.80230  0.84704  0.85254
C  -1.53268  -2.90911  -7.95671
C  -1.11858  -0.30786  0.09275
C  -3.44230  1.67773  4.04637
C  2.38165  -0.79210  -1.04812
C  -2.81428  3.30257  5.60754
C  -1.73389  -0.59745  -8.39591
C  -4.03226  3.00795  3.60357
C  -1.76073  -1.58342  -7.23634
C  4.05676  -0.26057  6.24086
C  -0.16179  -2.03381  -2.93261
C  3.69927  0.83686  5.24909
C  -0.26412  -0.73722  -1.09036
C  -3.09604  4.00282  4.28434
C  0.98586  -2.55559  -2.08807
C  1.04829  -1.55425  -0.87704
C  2.94730  -1.20372  4.37897
C  4.09124  -1.49265  5.34022
C  2.89916  0.13102  0.06122
B  -1.89605  1.03116  -0.23040
H  1.32756  0.10645  1.49580
H  5.03843  -1.53438  4.79838
H  3.96310  -2.43214  5.87498
H  -2.17443  4.10444  3.70674
H  3.51226  -0.43717  0.75716
H  -1.83288  3.54502  6.01673
H  4.59272  1.24564  4.76673
H  -0.55228  -0.15768  1.00231
H  -2.86430  2.53339  0.44920
H  -1.01717  -1.36475  -6.47463
H  -1.87392  -1.06683  0.29110
H  -3.36262  -2.97497  -9.12861
H  3.14393  1.65788  5.70262
H  3.26891  -0.36518  6.98982
H  -0.71146  -0.26933  -8.61350
H  -3.52684  4.99433  4.41576
H  3.40143  1.42465  -1.30081
H  0.04508  0.08648  -1.73535
H  -1.87638  -3.77758  -7.39700
H  2.35061  -0.26433  -2.00228
H  1.06890  1.23125  0.14671
H  1.07467  -2.15192  0.03057
H  -2.34918  0.28560  -8.21987
H  -2.74448  -1.58006  -6.76117
H  -1.89960  -3.25405  -10.09185
H  -5.04653  3.12055  3.99374
H  -1.34736  -2.39432  -1.43573
H  1.65664  2.70555  1.60192
H  3.13631  -1.56668  -1.16490
H  -4.07121  3.10942  2.52136
H  -2.19343  0.78257  -2.14261
H  -3.57355  3.55201  6.35717
H  -4.18786  0.88420  4.11310
H  -2.64852  1.35509  3.36846
H  2.31788  1.62692  2.62137
H  0.66226  -3.53153  -1.73165
H  4.99508  -0.06867  6.75798
H  3.09813  -1.64686  3.39307
H  1.99161  -1.56001  4.77792
H  1.92056  -2.64667  -2.62547
H  -0.46975  -3.04056  -8.17122

Properties
E_tot (Ha): -1447.741522
SMILES: NC[C@H](O)C[C@@H]1CC(=O)N[C@H]1CB(O)O.C1CCOC1.C1CCOC1.C1CCOC1
Kohn-Sham gap (eV): 9.478
LUMO energy (eV): 0.356

Atomic partial charges in e from the Löwdin method, atoms 1 to 4:
1. O -0.0284
2. O 0.1173
3. O 0.1651
4. O -0.1699

=====

Record 2
This record from the OMol25 dataset describes a molecular structure, C2H4N3. The level of theory is ωB97M-V/def2-TZVPD.

Geometry (Å):
N  -0.91830  -0.88652  -0.08817
N  -1.65552  0.95962  0.03103
N  -2.19178  -0.15060  0.05958
C  1.17949  0.34327  0.03228
C  -0.26324  0.26576  0.04655
H  1.65180  -0.64527  -0.05202
H  -0.72319  -1.92090  0.06633
H  1.27680  1.07128  -0.93793
H  1.64393  0.96335  0.84235

Properties
E_tot (Ha): -242.417871
Net charge: +1
Kohn-Sham gap (eV): 9.605
LUMO energy (eV): -7.533

Atomic partial charges in e from the Löwdin method, atoms 1 to 4:
1. N 0.1336
2. N 0.1608
3. N 0.1514
4. C 0.0340

=====

Record 3
This record from the OMol25 dataset describes a molecular structure, C20H53CuO19S6. The level of theory is ωB97M-V/def2-TZVPD.

Geometry (Å):
Cu  -0.38131  -0.70336  0.27303
S  2.35961  -3.21240  0.94039
S  -2.01712  2.09617  -1.81069
S  -3.13170  0.62350  2.52390
S  -2.14388  -3.35443  2.21288
S  1.40963  2.35374  1.29265
S  1.92844  -0.25178  -2.45663
O  -1.39827  -2.17489  1.86886
O  3.43660  -0.01746  -1.87134
O  3.62412  -2.40484  1.57857
O  -3.38744  2.19829  2.90472
O  -4.45080  0.08495  2.25445
O  -3.46046  2.24496  -1.78732
O  0.82867  1.12862  0.81546
O  -2.04287  0.57057  1.57580
O  -1.45597  -4.49188  1.27211
O  -1.89052  -1.58282  -0.94746
O  2.07843  3.08853  0.03835
O  1.17861  -0.65043  -1.27111
O  -2.15857  -3.85149  3.55327
O  2.71341  -3.95316  -0.22609
O  2.39321  2.33395  2.35179
O  -1.39093  3.58893  -1.75592
O  1.24360  -2.31659  0.88622
O  1.47240  0.81166  -3.30918
O  -1.25945  1.36553  -0.85090
C  5.97864  -2.40206  0.99816
C  -3.04496  5.39517  -1.71517
C  -1.91527  -5.83167  1.42260
C  -1.57481  1.58811  -3.48349
C  -1.95703  -2.64134  -1.85334
C  2.06226  -4.37750  2.28051
C  -3.82613  4.39844  2.30390
C  -3.92964  2.97681  1.80326
C  -2.57170  0.17284  4.17636
C  4.22842  1.10504  -2.25331
C  -2.57319  -6.34006  0.14368
C  0.02853  3.53428  1.55666
C  3.22795  4.92033  -1.01652
C  2.26835  -1.73698  -3.41378
C  -1.93084  4.68229  -2.53108
C  3.09255  4.10671  0.25425
C  -3.82710  -3.30160  1.49776
C  5.12173  1.29679  -1.03550
C  4.83975  -3.09353  1.76286
C  -1.77809  -2.24714  -3.29658
H  0.35195  4.56660  1.66333
H  -3.57046  4.62706  -1.14178
H  2.96582  -2.32359  -2.82327
H  1.02898  -4.71371  2.20719
H  5.81088  -2.68694  -0.04118
H  4.78204  -4.16587  1.55912
H  4.76692  0.95352  -3.19489
H  -1.14554  5.43854  -2.57602
H  4.61788  1.74454  -0.17193
H  -3.42741  0.00611  4.82613
H  -0.89028  -1.61975  -3.42713
H  -1.93184  -6.26747  -0.73662
H  5.91633  2.02281  -1.23413
H  2.31295  5.47893  -1.21863
H  4.01831  3.56166  0.44377
H  4.06356  5.60545  -0.87762
H  6.93657  -2.75663  1.37112
H  -3.37083  2.92822  0.86717
H  5.06867  -3.02197  2.83400
H  -2.72844  6.07845  -0.93209
H  -4.40678  -4.09287  1.96858
H  5.51702  0.39392  -0.57757
H  2.88236  4.67812  1.15751
H  -2.38363  1.90046  -4.14339
H  2.17863  -3.84019  3.21886
H  -3.46143  -5.77507  -0.15030
H  -1.03556  -6.48779  1.37751
H  -0.52187  3.10068  2.38917
H  -0.57585  3.52019  0.64968
H  -2.40337  -6.13163  2.34733
H  -3.74717  -3.51151  0.43557
H  -2.00731  -0.75503  4.08650
H  5.88098  -1.33253  1.16285
H  -4.53097  4.67860  3.08873
H  -4.22874  -2.31030  1.70015
H  -4.96550  2.70478  1.60631
H  3.61167  1.98349  -2.46865
H  -0.66420  2.08368  -3.81075
H  -1.46634  0.51228  -3.57497
H  -2.65610  -1.79485  -3.75294
H  -2.07562  4.22535  -3.50913
H  -2.92678  -3.14165  -1.75491
H  -2.75098  -7.40651  0.28809
H  1.29569  -2.10562  -3.72162
H  2.73521  -5.22456  2.18367
H  -1.94950  0.95366  4.60468
H  -3.76102  5.75202  -2.45473
H  -1.45819  -3.11832  -3.87801
H  -1.11602  -3.29827  -1.59334
H  -4.02087  5.11627  1.50345
H  -2.83940  4.57399  2.73396
H  2.85561  -1.36153  -4.25372
H  3.40312  4.32603  -1.91215

Properties
⟨S²⟩: 0.76
E_tot (Ha): -6252.624140
Net charge: +1
2S+1: 2
Kohn-Sham gap (alpha / beta) (eV): 10.451 / 7.240
LUMO energy (alpha / beta) (eV): -1.502 / -3.814

Atomic partial charges in e from the Löwdin method, atoms 1 to 4:
1. Cu 0.5164
2. S 0.6316
3. S 0.6337
4. S 0.6646

=====

Record 4
This record from the OMol25 dataset describes a molecular structure, C27H35As2N4O14Y. The level of theory is ωB97M-V/def2-TZVPD.

Geometry (Å):
Y  1.29851  -1.49029  -0.80883
As  -1.18277  -0.01315  -0.43608
As  -2.69347  2.63460  2.07713
O  -3.62347  -1.42858  1.33748
O  3.42628  -1.87783  0.26348
O  -4.95937  0.34946  1.22503
O  -0.84426  -2.60114  0.07701
O  -0.36239  3.55282  -2.06014
O  4.97531  -3.05228  1.24922
O  0.24968  1.95143  1.89682
O  -1.93115  -3.36869  1.87683
O  0.42031  -2.12938  -2.77769
O  0.71083  -0.17795  2.30215
O  -0.68892  1.45270  -2.79179
O  1.58364  -3.61562  -1.66764
O  -3.41929  4.24783  -1.07056
O  -1.87584  5.25193  0.15853
N  2.01624  0.77318  -0.62144
N  3.14972  -1.32768  -2.66305
N  2.81786  3.05887  -0.23261
N  1.43324  -3.26199  1.15716
C  -0.10065  1.80906  -4.05674
C  -0.15686  0.83045  1.96350
C  2.19261  -3.24320  -3.94131
C  -2.07128  2.80793  0.16640
C  2.63571  -3.72384  1.48526
C  3.72063  -2.83559  0.95561
C  2.99000  4.01166  -1.33241
C  0.42436  -5.06424  2.35380
C  -6.06706  -0.51234  0.88024
C  -0.64290  5.15107  0.87744
C  -3.80606  -0.22456  1.45671
C  2.80900  -4.88243  2.22697
C  2.36695  1.86820  -0.43533
C  -1.42653  1.95429  -0.63131
C  -2.83604  -0.58105  -1.28595
C  -0.89498  -3.25445  1.10917
C  -2.69823  0.68694  1.83549
C  -0.79311  2.44060  -1.88953
C  3.47926  -2.55318  -3.43898
C  1.27248  -3.07514  -2.76848
C  0.35987  -3.91714  1.57654
C  -2.46752  4.17447  -0.34404
C  -1.46921  0.29360  1.45750
C  0.27431  -1.02710  3.39072
C  -4.54965  3.18688  1.80489
C  3.14562  3.49948  1.12728
C  1.67881  -5.56189  2.66541
H  4.14137  -2.33200  -4.27550
H  -3.03981  -1.62169  -1.05507
H  1.03901  -1.78588  3.51399
H  -2.64940  -0.47159  -2.35250
H  -4.98621  2.78488  0.89874
H  1.78138  -6.46779  3.24709
H  -0.83709  5.20459  1.94901
H  -5.84096  -1.06632  -0.02853
H  2.84338  -0.60493  -3.30427
H  -0.04874  6.00890  0.57411
H  3.02640  2.67284  1.82130
H  -4.52852  4.27579  1.75133
H  3.78848  -5.27493  2.46821
H  -5.13389  2.89707  2.67589
H  0.92449  2.15004  -3.91189
H  -0.11986  4.22344  0.64476
H  2.48212  4.94046  -1.08219
H  -0.68847  -1.48790  3.18331
H  4.05125  4.20782  -1.48531
H  -3.66881  0.06164  -1.01373
H  2.47177  4.30302  1.42426
H  5.12511  -3.80438  1.83047
H  -0.67639  2.60295  -4.52621
H  3.99382  -0.97293  -2.23143
H  -0.48173  -5.55109  2.68768
H  3.99317  -3.22967  -2.75943
H  -6.91119  0.15011  0.72724
H  -6.26022  -1.20824  1.69361
H  0.20618  -0.43777  4.30432
H  1.77943  -2.75318  -4.81980
H  -0.12687  0.90778  -4.65885
H  4.17478  3.85619  1.15100
H  -2.63125  -2.69616  1.65841
H  2.54160  3.62094  -2.23922
H  2.39543  -4.28867  -4.16068

Properties
E_tot (Ha): -6831.796192
Net charge: +2
Kohn-Sham gap (eV): 7.384
LUMO energy (eV): -6.137

Atomic partial charges in e from the Löwdin method, atoms 1 to 4:
1. Y 1.4606
2. As 1.3068
3. As 1.3700
4. O 0.0529

=====

What is the formula in the first record?
C20H41BN2O7